The following is a quantum chemistry calculation of a single C20H29N3O3S molecule, from the Open Molecules 2025 dataset.

Last columns: bonded neighbours and bond lengths (Å).
Positions of all 56 atoms, in Å:
1 S 3.078 1.672 -0.389  O3 1.434, O4 1.432, N7 1.664, C27 1.807
2 O -0.921 0.424 2.619  N5 1.352, C24 1.348
3 O 3.824 1.920 -1.588  S1 1.434
4 O 3.404 2.425 0.784  S1 1.432
5 N -1.804 0.052 3.574  O2 1.352, C15 1.308
6 N 0.987 -1.514 -0.739  C17 1.455, C18 1.454, C25 1.454
7 N 3.307 0.066 -0.017  S1 1.664, C22 1.441, H47 1.008
8 C -0.820 1.541 0.487  C16 1.395, C19 1.392, C24 1.450
9 C -0.720 2.452 -1.735  C13 1.396, C16 1.379, H50 1.081
10 C -2.184 -3.248 1.621  C14 1.525, H28 1.088, H37 1.088, H40 1.087
11 C 1.440 2.925 -2.911  C13 1.496, C21 1.532, H41 1.089, H44 1.092
12 C -4.197 0.227 4.032  C15 1.483, H35 1.089, H39 1.086, H53 1.089
13 C 0.674 2.379 -1.747  C9 1.396, C11 1.496, C27 1.389
14 C -1.130 -3.091 0.530  C10 1.525, C23 1.527, C26 1.527, H55 1.097
15 C -2.988 0.472 3.210  N5 1.308, C12 1.483, C20 1.417
16 C -1.462 2.037 -0.649  C8 1.395, C9 1.379, H43 1.079
17 C 1.297 -2.714 0.025  N6 1.455, C26 1.525, H29 1.091, H36 1.106
18 C 1.999 -1.195 -1.732  N6 1.454, C22 1.534, H33 1.094, H48 1.106
19 C 0.570 1.460 0.483  C8 1.392, C27 1.379, H49 1.078
20 C -2.903 1.146 1.966  C15 1.417, C24 1.373, H46 1.069
21 C 1.935 4.336 -2.579  C11 1.532, H32 1.087, H34 1.087, H45 1.088
22 C 3.366 -0.861 -1.120  N7 1.441, C18 1.534, H31 1.093, H38 1.091
23 C -1.418 -1.876 -0.348  C14 1.527, C25 1.524, H30 1.089, H52 1.092
24 C -1.571 1.084 1.640  O2 1.348, C8 1.450, C20 1.373
25 C -0.313 -1.658 -1.376  N6 1.454, C23 1.524, H51 1.107, H56 1.094
26 C 0.264 -2.915 1.128  C14 1.527, C17 1.525, H42 1.091, H54 1.091
27 C 1.295 1.862 -0.618  S1 1.807, C13 1.389, C19 1.379
28 H -2.171 -2.389 2.288  C10 1.088
29 H 2.285 -2.603 0.474  C17 1.091
30 H -1.488 -0.992 0.284  C23 1.089
31 H 3.875 -1.766 -0.779  C22 1.093
32 H 2.626 4.293 -1.741  C21 1.087
33 H 1.642 -0.320 -2.283  C18 1.094
34 H 2.454 4.759 -3.435  C21 1.087
35 H -4.661 1.173 4.308  C12 1.089
36 H 1.318 -3.605 -0.630  C17 1.106
37 H -3.177 -3.334 1.185  C10 1.088
38 H 3.987 -0.383 -1.880  C22 1.091
39 H -3.921 -0.316 4.932  C12 1.086
40 H -1.989 -4.139 2.213  C10 1.087
41 H 2.307 2.301 -3.121  C11 1.089
42 H 0.263 -2.041 1.781  C26 1.091
43 H -2.538 2.098 -0.677  C16 1.079
44 H 0.796 2.959 -3.792  C11 1.092
45 H 1.101 4.985 -2.317  C21 1.088
46 H -3.703 1.599 1.421  C20 1.069
47 H 2.703 -0.242 0.729  N7 1.008
48 H 2.136 -2.020 -2.457  C18 1.106
49 H 1.088 1.107 1.360  C19 1.078
50 H -1.228 2.847 -2.604  C9 1.081
51 H -0.307 -2.504 -2.089  C25 1.107
52 H -2.369 -1.997 -0.870  C23 1.092
53 H -4.922 -0.356 3.466  C12 1.089
54 H 0.535 -3.788 1.723  C26 1.091
55 H -1.134 -3.990 -0.099  C14 1.097
56 H -0.518 -0.743 -1.939  C25 1.094

For the energy, the calculation gives -1567.6470 Eh. Its net charge is 0. Its HOMO energy is -8.8 eV. The energy above the lowest of the compared OMol25 structures with the same formula, charge and spin is 2.166 eV. The calculation puts the orbital gap at 9.0 eV. Its SMILES is CCc1ccc(-c2cc(C)no2)cc1S(=O)(=O)NCCN1CCC(C)CC1. For the lowest unoccupied orbital energy, the calculation gives 0.2 eV.

Results of the Mulliken charge analysis, in e, for atoms 1 through 6: S 1.614; O -0.106; O -0.659; O -0.775; N -0.749; N 0.984